Record 1
# C47H60AsCl3N8O2PPdS

A molecular structure, C47H60AsCl3N8O2PPdS at a distorted geometry (wB97M-V/def2-TZVPD, OMol25).

Structure (XYZ):
```
124
Properties=species:S:1:pos:R:3:forces:R:3
Pd -0.615 1.768 0.730 -1.065 1.230 0.517
C 0.917 7.154 0.315 -0.204 0.124 0.070
N 1.274 5.837 0.802 -0.189 -0.084 0.127
C 2.666 5.621 1.132 0.105 -0.267 0.003
C 0.348 4.854 1.043 0.427 0.088 -0.005
N 0.630 3.642 1.362 0.291 -0.935 0.094
N -0.960 5.267 0.909 0.053 0.406 -0.419
C -2.100 4.571 1.254 -0.668 0.045 0.380
N -3.248 5.295 1.032 0.259 0.096 0.305
N -2.057 3.426 1.812 0.239 -0.727 -0.091
H 1.825 7.668 0.008 -0.079 -0.019 -0.006
H 0.431 7.761 1.087 0.021 0.057 -0.054
H 0.270 7.096 -0.561 0.008 0.020 -0.053
H 3.135 6.582 1.332 0.017 -0.016 -0.023
H 3.203 5.124 0.318 0.047 -0.019 0.048
H 2.759 5.024 2.039 0.032 -0.007 0.030
H 1.625 3.462 1.420 -0.058 0.212 -0.149
H -1.105 6.243 0.708 0.018 -0.144 0.031
H -3.230 6.000 0.314 -0.035 -0.081 -0.042
H -4.110 4.772 1.065 0.114 -0.008 -0.087
H -2.984 3.065 2.027 0.076 0.079 -0.209
C 1.943 0.421 3.214 -0.321 -0.455 -0.241
P 0.972 -1.023 2.618 0.675 -0.349 1.045
C 0.067 -1.659 4.081 0.326 0.306 -0.510
C 2.124 -2.358 2.136 -0.472 0.570 0.166
O 0.090 -0.610 1.498 -0.322 0.481 -0.675
H 2.254 0.320 4.249 0.046 -0.047 0.159
H 1.283 1.289 3.105 0.066 -0.076 0.092
H 2.825 0.566 2.595 0.064 0.010 -0.091
H 0.655 -2.404 4.606 0.122 -0.118 0.077
H -0.860 -2.106 3.732 -0.094 -0.060 -0.023
H -0.161 -0.846 4.764 -0.039 0.062 0.025
H 2.758 -2.648 2.967 0.124 -0.047 0.152
H 2.732 -2.047 1.289 0.066 0.084 -0.042
H 1.520 -3.207 1.825 -0.106 -0.127 -0.014
Cl 6.374 -1.412 -6.806 0.038 -0.025 -0.159
C 5.930 -1.194 -5.159 -0.097 0.108 0.452
C 5.190 -0.087 -4.776 0.211 -0.037 -0.098
C 4.814 0.059 -3.454 0.192 -0.103 0.034
C 5.166 -0.871 -2.483 0.129 -0.175 0.110
C 4.752 -0.753 -1.034 0.289 0.315 0.080
C 4.621 0.708 -0.518 0.459 -0.789 0.190
N 3.374 1.350 -0.835 -0.316 0.147 -0.039
C 3.188 2.452 -1.621 -0.191 0.383 -0.102
C 1.850 2.717 -1.602 0.230 0.099 -0.189
N 1.219 1.794 -0.826 -0.338 -0.534 0.351
C 2.156 0.996 -0.374 0.001 -0.191 -0.030
O 3.590 -1.497 -0.691 0.199 0.033 0.241
C 2.617 -1.747 -1.697 -0.296 -0.118 -0.164
C 2.959 -2.946 -2.531 -0.081 0.235 -0.256
C 2.937 -2.998 -3.894 0.020 -0.443 0.108
Cl 2.445 -1.751 -4.957 -0.254 0.013 -0.162
S 3.427 -4.537 -4.516 -0.129 0.364 0.373
C 3.654 -5.122 -2.914 -0.047 0.081 -0.242
C 3.367 -4.186 -1.978 -0.049 -0.180 -0.121
C 5.934 -1.965 -2.893 0.003 0.218 -0.250
Cl 6.442 -3.163 -1.756 0.195 -0.081 0.112
C 6.313 -2.134 -4.214 0.023 0.018 -0.024
H 4.896 0.646 -5.510 -0.039 0.066 -0.115
H 4.223 0.918 -3.189 -0.110 0.064 0.019
H 5.554 -1.201 -0.429 -0.178 0.197 -0.167
H 5.445 1.300 -0.918 -0.095 0.029 0.080
H 4.714 0.675 0.573 0.047 0.035 -0.146
H 4.004 2.950 -2.107 0.154 0.084 -0.085
H 1.311 3.493 -2.106 -0.084 0.216 -0.127
H 1.980 0.139 0.248 0.001 -0.063 0.067
H 2.467 -0.876 -2.341 -0.092 -0.009 0.056
H 1.689 -1.938 -1.146 0.049 0.092 -0.116
H 3.974 -6.134 -2.767 0.101 -0.202 0.063
H 3.432 -4.351 -0.918 0.082 -0.076 0.228
H 6.903 -2.989 -4.504 0.022 -0.072 -0.009
C 0.075 -5.413 -2.735 0.031 -0.006 0.055
C -0.400 -4.260 -1.903 -0.040 0.018 0.112
C -0.427 -2.966 -2.404 -0.085 -0.070 0.080
C -0.995 -1.924 -1.689 0.005 0.172 0.045
C -0.957 -0.541 -2.264 -0.010 0.105 0.041
C -1.571 -2.149 -0.425 -0.309 0.001 -0.158
As -3.025 -0.849 -0.002 -0.045 -0.565 0.473
N -2.304 0.819 0.056 1.560 -0.100 0.367
C -2.998 1.836 -0.516 -0.543 0.775 -0.674
C -4.389 2.005 -0.342 0.268 -0.102 0.327
C -5.045 3.090 -0.885 -0.079 0.013 -0.159
C -4.361 4.011 -1.667 0.059 -0.002 -0.153
C -3.002 3.832 -1.898 -0.213 0.297 -0.016
C -2.320 2.786 -1.317 0.134 -0.503 -0.092
C -3.832 -1.183 1.802 0.136 0.037 -0.332
C -3.639 -0.441 2.969 0.067 -0.114 -0.078
C -2.523 0.536 3.198 0.156 0.072 -0.241
C -4.500 -0.632 4.048 -0.107 -0.014 -0.043
C -5.557 -1.521 4.010 0.064 0.040 -0.080
C -6.501 -1.655 5.166 0.013 -0.039 -0.009
C -5.713 -2.285 2.859 0.106 0.137 0.055
C -4.873 -2.130 1.770 0.079 -0.102 0.077
C -5.091 -3.038 0.590 0.055 0.181 -0.068
C -1.428 -3.423 0.134 -0.006 0.109 0.200
C -1.830 -3.757 1.542 -0.113 0.177 -0.022
C -0.842 -4.447 -0.603 0.034 0.099 -0.231
H 0.201 -5.116 -3.773 0.066 -0.001 -0.089
H -0.643 -6.230 -2.698 -0.040 -0.055 -0.016
H 1.027 -5.791 -2.367 0.075 -0.053 -0.022
H -0.029 -2.770 -3.391 0.031 0.053 -0.113
H -0.338 -0.510 -3.158 0.026 -0.011 -0.122
H -0.542 0.141 -1.514 -0.118 -0.050 -0.380
H -1.963 -0.195 -2.525 0.083 0.104 -0.010
H -4.924 1.271 0.252 -0.025 0.072 0.002
H -6.104 3.216 -0.708 -0.098 -0.030 -0.028
H -4.885 4.848 -2.104 -0.056 0.055 -0.095
H -2.476 4.507 -2.559 0.061 0.118 -0.022
H -1.257 2.639 -1.523 -0.298 -0.012 -0.027
H -1.828 0.613 2.354 -0.290 -0.135 0.392
H -1.967 0.228 4.080 0.091 0.045 0.067
H -2.932 1.520 3.420 0.061 0.083 0.006
H -4.332 -0.051 4.947 0.006 0.061 0.085
H -6.187 -1.022 5.994 -0.055 -0.003 0.049
H -6.542 -2.686 5.514 -0.028 -0.065 0.062
H -7.510 -1.369 4.871 -0.028 0.020 0.039
H -6.503 -3.020 2.805 -0.129 -0.110 0.014
H -5.325 -4.042 0.937 0.003 -0.078 -0.053
H -4.211 -3.087 -0.052 -0.120 -0.192 -0.046
H -5.930 -2.680 -0.007 -0.011 -0.043 -0.135
H -2.326 -2.915 2.016 0.059 -0.136 0.138
H -0.937 -4.014 2.113 -0.004 -0.053 0.107
H -2.497 -4.618 1.560 -0.053 -0.053 0.098
H -0.772 -5.431 -0.159 -0.020 -0.130 0.077
```
Forces are in eV/Å.

The net charge is +1. The HOMO energy (alpha / beta) is -9.29 / -9.42 eV.

Record 2
# C49H58BBiIN11PSb

A molecular structure, C49H58BBiIN11PSb (wB97M-V/def2-TZVPD, OMol25).

Structure (XYZ):
```
123
Properties=species:S:1:pos:R:3:forces:R:3
Bi -0.244 0.132 0.746 0.311 0.061 -0.155
C -1.544 -2.304 -1.807 -0.035 -0.017 0.030
C -2.164 -0.953 -1.802 0.013 -0.079 -0.023
C -3.155 -0.481 -2.650 0.049 0.101 0.036
C -3.403 0.824 -2.261 0.034 -0.023 -0.051
C -4.350 1.808 -2.852 -0.034 -0.007 -0.006
N -2.598 1.106 -1.224 -0.175 -0.050 0.054
N -1.844 0.009 -0.926 0.204 0.123 -0.028
B -2.492 2.402 -0.415 0.017 -0.025 0.015
N -1.073 2.988 -0.558 0.006 0.012 -0.037
N 0.005 2.273 -0.137 0.032 -0.029 0.088
C 1.093 3.042 -0.280 -0.007 -0.032 -0.063
C 2.457 2.607 0.118 0.062 0.024 -0.036
C 0.708 4.263 -0.824 -0.087 -0.044 0.015
C -0.667 4.195 -0.984 -0.001 -0.002 -0.014
C -1.600 5.220 -1.526 -0.004 0.055 -0.018
N -2.738 2.090 1.086 -0.027 0.051 0.015
N -2.006 1.161 1.763 -0.010 -0.006 0.084
C -2.383 1.194 3.051 0.051 0.064 -0.046
C -1.803 0.306 4.094 -0.008 0.047 0.067
C -3.370 2.157 3.203 -0.005 -0.072 -0.095
C -3.571 2.700 1.942 -0.012 0.010 0.012
C -4.523 3.770 1.535 -0.028 0.014 0.015
H -1.546 -2.699 -2.821 0.022 -0.003 0.003
H -2.118 -2.991 -1.189 -0.039 -0.079 0.068
H -0.514 -2.297 -1.453 -0.011 0.002 0.009
H -3.612 -1.011 -3.465 -0.055 -0.046 -0.070
H -4.836 1.365 -3.718 -0.011 0.003 -0.006
H -3.832 2.710 -3.172 0.013 0.036 -0.018
H -5.120 2.098 -2.138 -0.020 0.013 0.014
H -3.295 3.188 -0.790 -0.039 0.046 -0.028
H 2.468 1.595 0.514 -0.011 -0.023 0.035
H 2.859 3.280 0.876 0.026 0.009 0.016
H 3.134 2.631 -0.738 -0.010 0.010 0.009
H 1.346 5.093 -1.071 0.046 0.061 -0.011
H -1.043 6.115 -1.793 -0.014 -0.005 -0.003
H -2.360 5.493 -0.796 -0.015 0.016 0.011
H -2.110 4.853 -2.416 -0.020 0.000 -0.027
H -0.912 -0.210 3.743 0.093 -0.048 -0.026
H -2.530 -0.445 4.408 0.023 0.024 0.025
H -1.537 0.890 4.975 0.037 -0.009 0.006
H -3.889 2.415 4.107 -0.045 0.039 0.084
H -5.071 4.117 2.407 -0.010 0.008 -0.001
H -5.239 3.402 0.802 -0.026 -0.009 -0.026
H -4.001 4.619 1.096 0.010 0.037 -0.009
I 4.204 -0.716 0.894 -0.029 -0.014 -0.182
C 5.223 0.467 -0.513 0.024 -0.067 0.091
C 6.363 1.015 0.013 -0.010 0.024 -0.042
C 7.272 1.716 -0.794 -0.014 0.012 -0.021
C 7.028 1.799 -2.128 -0.004 -0.001 0.025
C 5.860 1.238 -2.695 0.013 0.025 -0.038
C 5.708 1.333 -4.101 -0.071 -0.025 -0.002
C 4.612 0.822 -4.716 0.091 0.030 0.030
C 3.595 0.258 -3.929 -0.026 -0.018 -0.177
C 3.673 0.141 -2.562 -0.010 0.111 0.137
P 2.105 -0.417 -1.754 -0.179 -0.223 -0.005
C 2.253 -2.242 -1.714 0.065 0.000 0.081
C 1.765 -2.923 -0.600 0.007 0.003 -0.015
C 1.850 -4.303 -0.511 0.003 0.013 -0.009
C 2.437 -5.025 -1.540 0.004 -0.009 0.006
C 2.941 -4.359 -2.648 -0.009 -0.003 0.015
C 2.856 -2.977 -2.730 0.055 0.041 0.018
C 0.920 -0.138 -3.129 -0.163 -0.028 0.079
C 0.443 -1.128 -3.983 0.032 0.037 -0.001
C -0.433 -0.811 -5.013 -0.006 -0.011 -0.023
C -0.844 0.498 -5.203 -0.020 0.016 -0.010
C -0.378 1.494 -4.354 -0.006 0.023 -0.005
C 0.493 1.177 -3.327 -0.045 -0.037 0.049
C 4.872 0.588 -1.892 0.030 0.012 -0.018
H 6.586 0.883 1.062 0.001 -0.002 0.028
H 8.163 2.142 -0.356 0.018 0.014 0.007
H 7.726 2.293 -2.789 0.037 0.010 -0.023
H 6.492 1.816 -4.668 0.024 0.019 -0.016
H 4.492 0.876 -5.788 0.010 -0.001 -0.044
H 2.697 -0.063 -4.442 0.200 0.031 0.020
H 1.342 -2.361 0.230 -0.017 0.009 0.013
H 1.476 -4.817 0.365 -0.041 -0.040 0.034
H 2.516 -6.101 -1.474 0.000 -0.030 0.003
H 3.412 -4.915 -3.445 0.028 -0.035 -0.047
H 3.276 -2.468 -3.590 0.005 0.007 -0.006
H 0.770 -2.152 -3.865 -0.014 -0.040 0.006
H -0.781 -1.589 -5.680 -0.008 -0.022 -0.013
H -1.515 0.744 -6.014 -0.024 0.008 -0.029
H -0.679 2.523 -4.506 -0.007 0.017 -0.009
H 0.874 1.967 -2.693 0.014 0.062 0.061
N 2.944 -1.955 4.099 -0.024 0.136 -0.001
C 2.035 -2.192 3.152 -0.179 0.107 -0.057
N 1.403 -1.070 2.853 0.007 -0.127 0.057
C 1.998 -0.156 3.671 0.004 -0.138 0.074
N 2.931 -0.660 4.446 0.092 0.105 0.093
C 1.620 1.263 3.706 0.023 -0.027 0.097
C 2.092 2.106 4.713 0.054 -0.043 -0.079
N 1.725 3.374 4.789 0.018 0.011 0.037
C 0.878 3.810 3.864 -0.048 0.000 -0.047
C 0.407 2.985 2.855 -0.004 0.064 0.041
N 0.781 1.710 2.772 -0.015 -0.148 -0.011
H 3.589 -2.594 4.539 -0.005 0.018 0.003
H 1.869 -3.160 2.716 -0.028 -0.124 -0.058
H 2.780 1.732 5.459 0.015 -0.032 0.041
H 0.561 4.843 3.927 -0.009 0.044 -0.013
H -0.278 3.353 2.104 -0.050 0.013 -0.019
C -1.671 -5.423 0.886 0.037 -0.003 -0.003
C -2.740 -4.369 1.117 0.049 0.147 0.006
Sb -2.021 -2.488 1.884 -0.266 -0.111 0.101
C -1.463 -3.251 3.824 0.038 0.056 -0.101
C -2.615 -3.796 4.655 0.003 0.004 0.030
C -3.999 -1.719 2.252 0.067 0.048 0.016
C -4.765 -1.504 0.949 -0.027 0.006 0.024
H -2.125 -6.397 0.711 -0.004 -0.029 -0.033
H -1.006 -5.530 1.744 0.020 -0.021 0.035
H -1.062 -5.182 0.014 0.068 0.016 -0.025
H -3.467 -4.684 1.867 -0.021 -0.049 0.015
H -3.295 -4.168 0.203 -0.063 0.009 -0.025
H -0.927 -2.466 4.357 0.023 0.019 -0.013
H -0.739 -4.040 3.611 0.061 -0.023 0.026
H -3.381 -3.043 4.834 -0.035 0.035 0.025
H -2.255 -4.128 5.629 0.006 -0.030 0.028
H -3.090 -4.652 4.180 -0.046 -0.021 -0.036
H -3.935 -0.780 2.802 0.006 -0.112 -0.020
H -4.499 -2.447 2.891 -0.041 0.005 -0.011
H -4.225 -0.847 0.265 0.041 0.048 -0.043
H -5.731 -1.042 1.151 -0.042 -0.004 -0.002
H -4.961 -2.441 0.430 0.024 -0.027 -0.030
```
Forces are in eV/Å.

The net charge is +2. The HOMO energy is -12.12 eV. As for the relative energy (zero: lowest compared OMol25 entry of this formula, charge and spin): 0.000 eV.